This record from OMol25 describes a structure of composition C49H38ClI2N8O4RbS. The level of theory is ωB97M-V/def2-TZVPD.

XYZ file:
```
104
Properties=species:S:1:pos:R:3:lowdin_charge:R:1
I -0.626 -6.584 -4.895 0.846
I -5.611 -4.299 -7.329 0.770
Rb 0.768 -1.635 -2.484 0.748
Cl 3.076 -8.248 -2.305 0.583
S -0.439 2.142 -4.640 0.657
O 3.323 -1.556 -3.116 -0.232
O -0.685 -3.733 -3.531 -0.215
O 0.243 7.962 8.121 -0.081
O 4.577 -2.245 -4.869 -0.048
N -2.332 -1.563 -3.827 0.119
N -1.182 0.619 -0.482 0.164
N -1.440 -3.096 0.477 -0.252
N 1.295 3.871 3.240 0.185
N 1.518 0.786 -0.588 0.111
N -0.889 3.617 3.428 0.173
N 0.083 3.531 -2.492 0.063
N -2.180 3.544 -3.137 0.069
C 0.233 4.228 3.916 -0.281
C -0.118 4.461 -1.557 -0.088
C 4.205 -4.911 -4.214 -0.032
C 3.864 -2.427 -3.861 -0.666
C 0.899 1.501 0.358 -0.164
C -3.063 -5.081 -5.926 -0.266
C 2.639 -3.894 2.853 -0.157
C -1.357 4.986 -1.398 -0.068
C -3.148 -0.538 -3.918 -0.173
C 1.610 2.291 1.274 -0.093
C -1.955 -4.973 -5.096 -0.647
C 1.478 8.458 8.605 -0.090
C 2.691 -5.575 -1.980 -0.090
C -0.905 6.498 6.725 -0.007
C 0.302 7.055 7.119 -0.301
C 0.852 2.990 2.279 -0.169
C -0.900 3.096 -3.377 -0.874
C -2.563 -3.620 -0.280 -0.107
C 0.941 -3.610 1.139 -0.304
C -4.623 -1.705 -5.388 -0.074
C -1.649 -3.818 -4.316 -0.499
C -2.374 4.433 -2.205 -0.144
C 3.283 -6.560 -2.749 -0.672
C -0.561 1.356 0.455 -0.137
C -2.606 -2.702 -4.503 -0.136
C 4.040 -6.246 -3.870 -0.124
C -1.270 1.987 1.496 -0.088
C 2.965 -2.359 1.020 -0.178
C -3.757 -2.822 -5.341 -0.228
C -3.272 1.027 0.607 -0.055
C -2.487 0.464 -0.411 -0.118
C 3.626 1.576 0.201 -0.038
C -1.840 -2.687 1.803 -0.118
C 0.229 5.183 5.036 -0.152
C 3.435 -2.964 2.194 -0.150
C 2.834 0.807 -0.669 -0.117
C 1.475 6.672 6.483 -0.016
C -2.654 1.792 1.564 -0.023
C -0.937 5.574 5.697 -0.027
C -0.506 2.817 2.376 -0.132
C 3.618 -3.897 -3.462 -0.119
C 2.853 -4.245 -2.350 -0.036
C -3.950 -4.032 -6.044 -0.680
C 1.708 -2.639 0.457 -0.120
C 3.010 2.328 1.170 -0.012
C 1.429 5.743 5.453 -0.014
C 1.395 -4.219 2.319 -0.103
C -4.326 -0.573 -4.683 -0.069
C -0.373 -4.094 0.548 -0.202
H 2.112 -5.833 -1.100 0.105
H 4.795 -4.623 -5.077 0.107
H -0.738 -4.962 1.131 0.108
H -2.279 -3.522 2.386 0.080
H 3.281 0.177 -1.444 0.100
H 1.242 9.095 9.451 0.088
H 3.633 -1.645 0.519 0.060
H -4.977 0.293 -4.714 0.095
H 2.392 -3.472 -1.744 0.020
H -2.858 0.370 -3.395 0.073
H -3.407 4.745 -2.064 0.107
H -1.812 6.798 7.237 0.118
H -3.234 -5.996 -6.479 0.065
H 3.571 2.924 1.880 0.108
H -0.192 -4.439 -0.474 0.112
H -0.969 -2.311 2.344 0.082
H 0.982 3.081 -2.594 0.131
H 4.705 1.545 0.117 0.105
H -1.895 5.149 5.415 0.104
H -3.232 2.254 2.358 0.104
H 2.989 -4.377 3.763 0.073
H -2.957 -4.561 0.152 0.080
H 1.999 9.048 7.848 0.093
H -3.381 -2.891 -0.292 0.073
H 0.735 4.739 -0.951 0.134
H -1.557 5.740 -0.650 0.094
H 0.777 -4.971 2.822 0.087
H -2.941 -0.141 -1.193 0.097
H -1.822 3.732 3.772 0.139
H -2.254 -3.813 -1.312 0.075
H 2.133 7.649 8.937 0.094
H -2.585 -1.889 1.742 0.062
H 4.426 -2.724 2.590 0.074
H 4.491 -7.039 -4.457 0.090
H -4.342 0.860 0.625 0.102
H 2.428 7.089 6.779 0.100
H -5.516 -1.763 -5.996 0.043
H 2.338 5.437 4.948 0.114
```

Calculated values
Kohn-Sham gap: 3.7 eV
Relative energy (zero: lowest compared OMol25 entry of this formula, charge and spin): 213.7 kJ/mol
DFT total energy: -4107.02503 Eh
Net charge: -2

***

This record from OMol25 describes a structure of composition C49H39BrLaN11O11SSe. The level of theory is ωB97M-V/def2-TZVPD.

XYZ file:
```
114
Properties=species:S:1:pos:R:3:lowdin_charge:R:1
La 0.246 -0.484 -0.647 2.136
Br 1.302 -1.846 10.216 0.683
Se -1.795 -3.259 0.351 0.921
S -2.428 2.526 -4.345 0.605
O -3.783 2.124 -4.044 -0.330
O -1.089 -1.783 0.726 -0.625
O 2.435 -0.505 -1.817 -0.213
O -0.826 -3.988 -0.917 -0.278
O 0.194 1.597 -2.015 -0.138
O 1.198 -8.224 -3.496 -0.093
O -2.089 -0.205 -1.693 -0.104
O -3.280 -3.023 -0.238 -0.400
O -1.599 -4.290 1.573 -0.435
O 1.571 -0.331 1.451 -0.181
O -2.273 3.657 -5.230 -0.333
N -0.124 2.959 6.751 0.042
N 6.040 -5.753 -2.194 0.044
N -0.391 1.468 0.955 0.012
N -3.084 -1.844 -2.911 -0.054
N -1.544 2.671 -3.014 -0.032
N -3.573 0.289 1.084 0.144
N -0.254 2.968 5.507 0.049
N 0.430 -3.827 -2.914 0.143
N 6.229 -4.539 -2.011 0.044
N 1.975 -2.636 -0.245 0.055
N -0.830 -1.990 -2.229 -0.024
C -2.001 -1.327 -2.257 -0.585
C 2.695 -6.313 -3.791 -0.019
C 0.203 -7.551 -4.245 -0.081
C -0.547 0.661 7.477 -0.032
C 3.760 -4.758 -0.115 -0.005
C -0.297 2.217 3.261 -0.099
C 3.227 -8.146 -2.321 -0.008
C 0.109 1.368 2.224 -0.147
C -4.734 -0.028 5.086 -0.133
C 0.414 -0.112 -4.469 -0.005
C -0.868 -0.601 -6.465 -0.083
C 1.707 0.744 9.099 -0.140
C -3.502 -0.509 4.651 -0.105
C 4.567 -1.308 -2.423 -0.015
C -3.980 0.160 2.383 -0.315
C 3.875 -5.683 -3.416 -0.020
C -1.551 1.149 -5.028 -0.222
C -3.122 -0.419 3.328 -0.025
C 0.184 2.007 4.595 -0.230
C 2.656 -4.716 0.685 -0.021
C -1.978 -3.940 -3.098 -0.005
C -3.030 -3.159 -3.332 -0.069
C 1.605 0.218 3.744 -0.003
C 5.469 -2.364 -2.406 -0.050
C 3.322 -1.418 -1.791 -0.381
C -0.500 0.885 -4.183 -0.144
C 1.129 0.352 2.432 -0.374
C -0.249 -0.413 8.292 -0.122
C 4.412 -7.524 -1.988 -0.048
C 4.730 -6.273 -2.502 -0.306
C -1.253 2.411 0.669 -0.120
C -4.343 -1.129 -2.873 -0.016
C -1.675 3.345 1.636 -0.035
C 1.770 -3.631 0.578 -0.119
C 0.885 -0.366 9.094 -0.701
C -0.574 1.768 -2.970 -0.558
C 0.213 -0.860 -5.624 -0.066
C 5.198 -3.585 -1.824 -0.273
C -1.769 0.424 -6.179 -0.044
C -1.221 3.235 2.917 -0.002
C 4.010 -3.711 -1.033 -0.105
C -5.582 0.547 4.151 -0.124
C 1.129 1.003 4.780 -0.019
C -5.219 0.641 2.818 -0.052
C 0.276 1.784 7.461 -0.310
C 2.355 -7.538 -3.223 -0.278
C 1.384 1.827 8.292 -0.047
C 3.087 -2.647 -1.027 -0.152
C -0.813 -3.388 -2.348 -0.572
H 2.454 -5.496 1.405 0.107
H 2.054 -5.826 -4.508 0.101
H -4.915 -1.388 -3.766 0.087
H -2.375 4.118 1.354 0.103
H -2.163 -0.801 3.004 0.105
H -1.015 -1.212 -7.347 0.093
H -3.909 -3.504 -3.861 0.120
H -4.151 -0.054 -2.879 0.073
H -2.822 -0.971 5.355 0.091
H 2.583 0.771 9.732 0.094
H 0.536 -7.351 -5.268 0.092
H -4.911 -1.401 -1.980 0.090
H -0.886 -1.287 8.298 0.100
H 2.956 -9.104 -1.902 0.113
H -2.808 -0.299 0.791 0.040
H 1.173 -3.211 -2.585 0.064
H -6.547 0.930 4.461 0.089
H -1.948 -4.957 -3.454 0.094
H -5.021 -0.102 6.125 0.082
H -2.608 0.637 -6.827 0.112
H -1.410 0.633 6.824 0.111
H -4.258 0.450 0.368 0.100
H -1.611 2.462 -0.355 0.100
H 1.575 0.854 5.751 0.098
H 5.106 -7.996 -1.304 0.109
H -1.565 3.906 3.692 0.102
H 2.353 -0.542 3.925 0.110
H -0.660 -8.213 -4.270 0.091
H 2.003 2.715 8.292 0.110
H 1.242 -0.308 -3.794 0.097
H 6.429 -2.266 -2.902 0.105
H 0.894 -3.583 1.212 0.092
H -5.892 1.091 2.099 0.099
H 4.462 -5.572 -0.022 0.103
H 0.653 -4.756 -2.567 0.070
H 0.890 -1.671 -5.858 0.100
H 4.804 -0.376 -2.918 0.105
H 4.120 -4.721 -3.843 0.121
H -0.080 -6.608 -3.771 0.073
```

Calculated values
Kohn-Sham gap: 6.6 eV
Relative energy (zero: lowest compared OMol25 entry of this formula, charge and spin): 23.8 kJ/mol
DFT total energy: -8726.09229 Eh
Net charge: -2

***

This record from OMol25 describes a structure of composition C49H39N5OP2PdSSe. The level of theory is ωB97M-V/def2-TZVPD.

XYZ file:
```
99
Properties=species:S:1:pos:R:3:lowdin_charge:R:1
Pd 0.390 0.208 -0.204 0.674
Se -5.363 -4.831 0.251 1.209
S -0.905 0.189 3.097 0.985
P 0.958 2.371 -0.565 0.888
P 2.601 0.485 0.169 0.887
O -0.027 1.152 2.351 -0.570
N -1.719 0.130 -0.352 0.007
N 2.591 2.131 -0.198 -0.451
N 0.064 -1.883 -0.107 0.000
N -5.306 -3.067 0.079 -0.209
N -3.599 -5.006 0.220 -0.210
C 5.808 -1.486 -2.398 -0.046
C 5.889 -1.594 -1.017 -0.052
C 0.011 1.621 5.249 -0.064
C 3.871 -0.307 -0.810 -0.348
C -2.549 0.896 3.071 -0.378
C 0.141 0.719 7.476 -0.058
C -3.997 2.756 2.699 -0.063
C 0.760 3.481 -4.995 -0.046
C -0.382 -0.488 7.034 -0.061
C -3.098 -3.806 0.091 -0.337
C -0.709 -0.650 5.694 -0.086
C -4.044 -2.730 0.012 -0.338
C -1.247 -2.210 -0.078 -0.134
C 3.766 1.197 2.594 -0.075
C -2.214 -1.117 -0.191 -0.142
C 2.468 -0.833 2.594 -0.107
C 0.908 3.931 1.699 -0.097
C -3.939 0.991 -0.424 -0.007
C 0.350 2.223 -4.576 -0.059
C -0.702 -4.542 0.080 0.045
C -0.516 0.411 4.824 -0.384
C -3.629 0.083 3.381 -0.081
C 1.220 4.110 -2.721 -0.087
C 0.378 1.902 -3.227 -0.109
C -5.088 1.959 3.023 -0.063
C -2.715 2.225 2.718 -0.073
C -0.590 5.780 2.047 -0.051
C 2.991 0.263 1.911 -0.358
C 4.921 -1.004 -0.216 -0.068
C -0.655 4.574 -0.031 -0.096
C 0.629 -4.197 0.013 -0.002
C -1.667 -3.534 0.032 -0.067
C 4.757 -0.794 -2.992 -0.054
C 2.726 -1.000 3.944 -0.058
C 0.376 3.750 0.422 -0.343
C 4.012 1.034 3.949 -0.049
C -4.906 0.624 3.362 -0.062
C 1.194 4.423 -4.070 -0.049
C -1.136 5.587 0.785 -0.059
C 0.340 1.770 6.586 -0.056
C -4.458 -0.273 -0.271 0.043
C 0.972 -2.853 -0.077 -0.104
C 3.493 -0.063 4.623 -0.048
C -3.585 -1.356 -0.150 -0.072
C 3.785 -0.209 -2.202 -0.086
C 0.432 4.954 2.502 -0.058
C 0.812 2.843 -2.293 -0.353
C -2.559 1.152 -0.454 -0.091
C 3.705 3.029 -0.504 -0.089
H -1.068 4.443 -1.024 0.108
H 2.010 -2.549 -0.131 0.105
H 1.408 -4.946 0.034 0.125
H 1.679 3.265 2.065 0.095
H -6.085 2.380 3.015 0.114
H -4.579 1.857 -0.514 0.126
H 2.961 0.329 -2.661 0.098
H 1.834 -1.546 2.081 0.083
H 2.315 -1.850 4.472 0.116
H 0.172 2.418 4.534 0.103
H -1.926 6.235 0.429 0.116
H -5.758 0.007 3.616 0.115
H -5.525 -0.451 -0.243 0.134
H 4.173 2.059 2.081 0.098
H 3.486 4.027 -0.120 0.090
H 0.398 0.843 8.519 0.114
H -4.145 3.797 2.438 0.112
H 0.855 5.110 3.485 0.115
H 3.878 3.086 -1.579 0.087
H 1.511 5.403 -4.401 0.118
H 4.612 1.762 4.478 0.116
H 6.710 -2.131 -0.562 0.117
H 0.750 2.706 6.941 0.113
H -0.529 -1.304 7.728 0.114
H 1.549 4.852 -2.004 0.114
H 6.567 -1.944 -3.018 0.118
H -1.849 2.826 2.465 0.098
H 4.614 2.669 -0.027 0.083
H -3.475 -0.958 3.644 0.114
H 0.738 3.732 -6.047 0.118
H 4.988 -1.080 0.862 0.108
H -0.958 6.579 2.676 0.117
H -2.117 2.136 -0.550 0.103
H -1.019 -5.573 0.160 0.133
H -1.102 -1.593 5.333 0.110
H 3.684 -0.186 5.681 0.118
H 4.700 -0.715 -4.069 0.116
H 0.005 1.495 -5.298 0.115
H 0.057 0.921 -2.895 0.078
```

Calculated values
Kohn-Sham gap: 7.8 eV
Relative energy (zero: lowest compared OMol25 entry of this formula, charge and spin): 0.0 kJ/mol
DFT total energy: -5849.52599 Eh
Net charge: +2